# 1
{
  "formula": "C4H10BeNO2",
  "method": "ωB97M-V with the def2-TZVPD basis set",
  "orbital_gap_ha": 0.2547,
  "lumo_ev": -6.99,
  "e_homo_ev": -13.9,
  "energy_ev": -10283.448,
  "charge": 1,
  "elements": ["N", "C", "C", "C", "C", "O", "O", "H", "H", "H", "H", "H", "H", "H", "H", "H", "H", "Be"],
  "xyz": [[-2.343, 0.064, -0.816], [-1.547, -1.040, -0.291], [-0.095, -0.952, -0.747], [0.891, 0.187, -0.264], [1.145, 0.164, 1.231], [2.067, 1.144, 1.632], [1.516, 2.426, 1.317], [-2.360, 0.813, -0.136], [-1.930, 0.470, -1.645], [-1.610, -1.025, 0.781], [-1.944, -1.966, -0.671], [-0.155, -0.865, -1.854], [0.506, -1.896, -0.565], [0.469, 1.137, -0.533], [1.625, -0.758, 1.522], [0.229, 0.315, 1.792], [1.974, 2.677, 0.508], [1.563, -0.893, -1.263]],
  "forces_ev_per_angstrom": [[0.6, 0.2, 0.4], [-0.3, 0.2, -0.5], [0.5, 0.3, 0.0], [0.1, 0.2, 0.2], [0.0, 0.3, -0.1], [0.5, 0.3, -0.3], [-0.5, -0.2, 0.3], [-0.2, 0.1, 0.0], [-0.2, -0.1, -0.3], [0.1, -0.2, 0.5], [-0.2, -0.5, 0.0], [-0.1, -0.1, -0.4], [-0.6, -0.9, 0.3], [0.0, 0.4, -0.4], [0.0, -0.4, 0.4], [-0.4, -0.1, 0.1], [0.4, 0.0, -0.1], [0.2, 0.5, -0.1]],
  "nbo_charge": [-0.779, -0.208, -0.565, -0.897, -0.100, -0.255, -0.436, 0.375, 0.353, 0.233, 0.219, 0.212, 0.142, 0.258, 0.194, 0.190, 0.462, 1.602]
}

=====

# 2
{
  "formula": "C4H10BrIN",
  "method": "ωB97M-V with the def2-TZVPD basis set",
  "orbital_gap_ha": [0.2502, 0.2269],
  "lumo_ev": [-3.67, -6.38],
  "e_homo_ev": [-10.5, -12.6],
  "s_squared": 2.012,
  "multiplicity": 3,
  "energy_ev": -83931.004,
  "charge": 1,
  "elements": ["C", "C", "C", "C", "N", "Br", "I", "H", "H", "H", "H", "H", "H", "H", "H", "H", "H"],
  "xyz": [[-3.069, 0.897, -0.002], [2.603, -1.585, -0.139], [-2.049, 1.836, 0.213], [0.712, 0.082, -0.382], [1.771, -0.507, 0.392], [-0.470, -1.416, -0.808], [-1.515, 2.600, 2.061], [-2.807, -0.211, 0.196], [-3.861, 0.932, 0.741], [-3.300, 0.767, -1.170], [3.365, -1.885, 0.502], [2.027, -2.404, -0.540], [3.075, -1.245, -1.095], [-1.570, 2.243, -0.624], [1.120, 0.556, -1.415], [2.508, 0.139, 0.666], [1.460, -0.797, 1.405]],
  "forces_ev_per_angstrom": [[-1.3, -4.0, -1.8], [-0.1, -0.6, -4.2], [1.1, 1.0, 0.9], [0.0, -1.4, -3.9], [1.0, -0.1, 4.5], [0.4, 1.6, 0.3], [0.0, -0.3, -0.5], [0.4, 1.2, 0.0], [-0.8, 0.6, -0.6], [-0.3, 0.8, 2.7], [1.0, -0.4, 1.5], [-0.5, -0.4, 0.7], [-0.1, 0.3, 0.9], [0.9, 0.8, -0.7], [-1.1, -0.7, 2.8], [-0.2, 1.2, -0.2], [-0.1, 0.4, -2.3]],
  "lowdin_spin": [0.130, 0.027, 0.636, 0.678, 0.085, 0.152, 0.125, 0.060, 0.020, 0.007, 0.002, 0.003, 0.000, 0.033, 0.030, 0.003, 0.007]
}

=====

# 3
{
  "formula": "C4H10BrN2",
  "method": "ωB97M-V with the def2-TZVPD basis set",
  "orbital_gap_ha": 0.3486,
  "lumo_ev": -3.51,
  "e_homo_ev": -13.0,
  "energy_ev": -77324.039,
  "charge": 1,
  "elements": ["C", "C", "C", "C", "N", "N", "Br", "H", "H", "H", "H", "H", "H", "H", "H", "H", "H"],
  "xyz": [[-1.669, 1.629, -0.958], [0.835, -1.151, 1.383], [-0.797, 0.765, 0.937], [-0.029, -0.409, 0.370], [-0.976, 1.436, -1.951], [0.869, 0.100, -0.713], [0.293, 2.173, 1.626], [-2.588, 2.136, -0.722], [0.226, -1.666, 2.122], [1.446, -1.896, 0.876], [1.492, -0.456, 1.906], [-1.660, 0.556, 1.547], [-0.750, -1.095, -0.087], [-1.245, 1.804, -2.862], [0.247, 0.651, -1.418], [1.353, -0.661, -1.191], [1.552, 0.741, -0.294]],
  "forces_ev_per_angstrom": [[1.1, -1.4, 3.6], [-0.1, 0.0, 0.0], [-0.9, 1.5, -3.6], [0.1, -0.3, 0.7], [0.1, 0.0, -0.7], [-0.1, 0.2, -0.1], [-0.2, -0.2, 0.1], [-0.3, 0.3, -0.2], [-0.1, 0.0, 0.0], [0.0, -0.1, 0.0], [0.0, 0.0, 0.0], [0.0, -0.1, 0.1], [0.1, 0.2, -0.1], [-0.2, 0.1, 0.0], [0.4, -0.2, 0.1], [0.0, 0.1, 0.1], [0.0, -0.1, -0.2]],
  "nbo_charge": [0.258, -0.637, -0.297, -0.124, -0.707, -0.721, 0.093, 0.209, 0.251, 0.228, 0.232, 0.239, 0.240, 0.416, 0.453, 0.433, 0.433]
}

=====

# 4
{
  "formula": "C4H10BrO2Sr",
  "method": "ωB97M-V with the def2-TZVPD basis set",
  "orbital_gap_ha": 0.1605,
  "lumo_ev": -6.55,
  "e_homo_ev": -10.9,
  "energy_ev": -79273.489,
  "charge": 1,
  "elements": ["Sr", "Br", "C", "O", "C", "C", "O", "C", "H", "H", "H", "H", "H", "H", "H", "H", "H", "H"],
  "xyz": [[-3.779, -1.394, -0.114], [-6.011, 1.069, -2.808], [-0.237, 0.657, -2.452], [-0.316, 0.303, -1.070], [0.968, 0.602, -0.501], [1.163, 0.263, 1.015], [0.174, -0.705, 1.525], [0.618, -1.291, 2.726], [0.458, 1.451, -2.726], [-1.163, 1.053, -2.869], [0.109, -0.215, -3.007], [1.254, 1.651, -0.562], [1.672, -0.010, -1.065], [0.980, 1.109, 1.678], [2.168, -0.157, 1.064], [1.322, -2.118, 2.633], [-0.304, -1.741, 3.095], [0.923, -0.526, 3.440]],
  "forces_ev_per_angstrom": [[-0.2, 1.3, -1.1], [0.9, -1.0, 1.1], [0.0, -0.1, -0.9], [0.1, 1.3, 0.4], [0.1, -1.0, 1.2], [-2.0, -0.9, -0.4], [1.2, 0.3, -1.5], [-1.4, -0.2, 0.4], [0.4, 0.1, 0.7], [-0.4, -0.5, 0.4], [-0.2, -0.1, -0.2], [-0.3, 0.1, -0.5], [0.3, 0.1, 0.0], [0.6, 0.4, -0.3], [0.0, 0.2, 0.5], [0.4, 0.3, -0.3], [0.1, -0.1, 0.5], [0.3, -0.1, 0.1]],
  "nbo_charge": [1.768, -0.781, -0.282, -0.572, -0.082, -0.084, -0.578, -0.251, 0.197, 0.206, 0.178, 0.191, 0.173, 0.185, 0.194, 0.185, 0.170, 0.183]
}

=====

# 5
{
  "formula": "C4H10BrP",
  "method": "ωB97M-V with the def2-TZVPD basis set",
  "orbital_gap_ha": 0.3740,
  "lumo_ev": 0.74,
  "e_homo_ev": -9.4,
  "smiles": "CC(C)(C)PBr",
  "energy_ev": -83640.436,
  "charge": 0,
  "elements": ["C", "C", "C", "C", "P", "Br", "H", "H", "H", "H", "H", "H", "H", "H", "H", "H"],
  "xyz": [[0.244, -0.862, 0.981], [-0.021, -0.625, -1.539], [1.156, 1.159, 0.172], [-0.053, 0.157, -0.161], [-1.535, 1.263, -0.100], [-3.165, -0.164, -0.029], [0.458, -0.335, 2.002], [-0.449, -1.709, 1.126], [1.115, -1.632, 0.881], [-0.205, 0.072, -2.373], [-0.956, -1.224, -1.639], [0.713, -1.502, -1.571], [1.177, 1.868, -0.671], [0.898, 1.739, 1.197], [2.027, 0.530, 0.402], [-1.404, 1.265, 1.322]],
  "forces_ev_per_angstrom": [[0.2, -1.8, 2.0], [-1.0, -0.7, 0.9], [-2.0, 0.7, 0.7], [2.4, -1.6, 0.5], [1.0, 0.0, 1.2], [-1.0, -0.8, -0.1], [-0.7, -1.0, -1.8], [-0.9, 1.0, 0.1], [-0.5, 2.1, -0.7], [1.2, -0.3, -0.1], [0.2, 0.4, 0.6], [-0.2, 2.0, -0.4], [0.9, 0.0, 0.5], [0.5, -1.2, -2.4], [0.0, 0.7, -0.6], [-0.2, 0.6, -0.2]],
  "nbo_charge": [-0.655, -0.654, -0.626, -0.342, 0.541, -0.232, 0.214, 0.223, 0.223, 0.224, 0.224, 0.233, 0.217, 0.210, 0.232, -0.031]
}

=====

# 6
{
  "formula": "C4H10Cl",
  "method": "ωB97M-V with the def2-TZVPD basis set",
  "orbital_gap_ha": [0.4534, 0.2779],
  "lumo_ev": [1.13, -3.66],
  "e_homo_ev": [-11.2, -11.2],
  "s_squared": 0.753,
  "multiplicity": 2,
  "energy_ev": -16830.892,
  "charge": 0,
  "elements": ["Cl", "H", "C", "H", "H", "C", "C", "C", "H", "H", "H", "H", "H", "H", "H"],
  "xyz": [[2.233, -2.142, -1.222], [-0.545, -1.535, -0.811], [-0.219, -1.331, 0.219], [-0.957, -1.667, 0.953], [0.719, -1.928, 0.328], [0.152, 0.153, 0.382], [0.561, 0.760, -0.955], [-1.009, 1.021, 0.896], [1.002, 0.217, 1.091], [0.852, 1.805, -0.848], [1.378, 0.191, -1.397], [-0.287, 0.699, -1.648], [-0.659, 2.062, 0.993], [-1.829, 1.006, 0.158], [-1.392, 0.689, 1.860]],
  "forces_ev_per_angstrom": [[0.2, -0.3, -0.1], [-0.4, 0.1, 0.4], [0.5, 0.3, -0.4], [0.2, -0.2, -0.1], [-0.4, 0.0, 0.3], [-0.2, 0.4, 0.1], [0.2, -0.4, -0.1], [0.2, -0.1, -0.1], [-0.4, 0.1, -0.2], [0.0, 0.0, 0.0], [0.1, 0.3, -0.1], [0.1, 0.1, 0.1], [-0.2, -0.3, 0.0], [0.2, 0.0, 0.3], [0.0, 0.0, 0.0]],
  "lowdin_spin": [0.867, 0.000, 0.077, 0.007, 0.031, 0.003, 0.006, 0.004, 0.000, 0.001, 0.002, 0.000, 0.001, 0.000, 0.000]
}

=====

# 7
{
  "formula": "C4H10Cl2NO",
  "method": "ωB97M-V with the def2-TZVPD basis set",
  "orbital_gap_ha": [0.2909, 0.3272],
  "lumo_ev": [-4.14, -4.07],
  "e_homo_ev": [-12.1, -13.0],
  "energy_ev": -32881.915,
  "charge": 1,
  "elements": ["C", "C", "C", "C", "N", "O", "Cl", "Cl", "H", "H", "H", "H", "H", "H", "H", "H", "H", "H"],
  "xyz": [[-0.521, -2.133, 0.086], [0.586, -1.497, -0.841], [-0.890, 1.252, 0.153], [1.322, -0.388, -0.022], [-0.074, 2.348, -0.340], [-1.009, 1.357, 1.538], [2.226, 0.648, -1.009], [1.771, -0.611, 1.536], [-0.186, -2.939, 0.706], [-1.426, -2.407, -0.383], [-0.741, -1.453, 0.888], [0.075, -0.869, -1.709], [1.289, -2.326, -0.987], [-1.676, 0.739, -0.381], [0.745, 2.037, -0.989], [-0.662, 3.051, -0.685], [0.407, 2.716, 0.563], [-1.235, 0.474, 1.877]],
  "forces_ev_per_angstrom": [[1.2, 1.1, 0.3], [-1.6, 1.4, 1.5], [1.1, -1.1, 2.3], [-2.4, -0.9, -2.2], [1.7, -1.1, 2.3], [0.2, -0.3, -1.7], [1.1, 0.6, -0.4], [0.5, -0.1, 1.5], [0.6, -1.0, -0.3], [-0.8, -0.3, -0.8], [-0.6, 0.8, 0.2], [1.5, -2.1, 1.3], [0.0, 0.5, -1.2], [0.2, 0.5, -0.5], [-1.2, 0.4, 0.7], [-0.7, 1.7, -1.1], [-0.9, -0.5, -1.8], [0.0, 0.3, 0.1]],
  "nbo_charge": [-0.611, -0.474, 0.224, -0.171, -0.753, -0.678, 0.085, 0.154, 0.235, 0.233, 0.177, 0.236, 0.253, 0.215, 0.447, 0.440, 0.473, 0.515]
}

=====

# 8
{
  "formula": "C4H10Cl2S2Si",
  "method": "ωB97M-V with the def2-TZVPD basis set",
  "orbital_gap_ha": 0.3476,
  "lumo_ev": 0.16,
  "e_homo_ev": -9.3,
  "smiles": "CC(C)SCS[SiH](Cl)Cl",
  "energy_ev": -58905.329,
  "charge": 0,
  "elements": ["C", "C", "C", "C", "Si", "S", "S", "Cl", "Cl", "H", "H", "H", "H", "H", "H", "H", "H", "H", "H"],
  "xyz": [[1.554, 0.843, 1.474], [2.299, 0.082, -0.680], [-0.701, -1.232, -1.226], [1.040, 0.386, 0.152], [-3.154, 0.022, 0.228], [0.125, -1.203, 0.413], [-1.987, -0.012, -1.527], [-4.716, 1.804, 0.164], [-4.355, -1.588, 0.430], [0.738, 1.030, 2.098], [2.259, 0.165, 1.985], [2.144, 1.851, 1.322], [3.062, 0.862, -0.803], [1.945, -0.448, -1.609], [2.745, -0.705, -0.144], [-1.031, -2.293, -1.230], [0.039, -1.016, -2.056], [0.264, 0.909, -0.294], [-2.271, 0.544, 1.303]],
  "forces_ev_per_angstrom": [[1.7, 2.5, -0.2], [-1.7, -0.7, -1.6], [1.1, -1.0, 0.4], [2.4, -2.4, 0.7], [-1.2, 2.7, 0.3], [0.1, 0.3, -0.7], [-0.6, 0.5, -0.7], [2.0, -2.1, -0.2], [0.2, -0.2, 0.3], [-1.1, 0.5, 1.4], [-0.4, 0.0, -0.5], [-1.1, -1.8, 0.4], [-0.7, 0.1, -0.3], [0.9, 1.0, 0.3], [1.0, -1.0, 0.8], [-0.1, 0.8, -0.7], [-0.8, -0.6, 1.0], [-0.9, 2.0, -0.8], [-0.6, -0.6, 0.1]],
  "nbo_charge": [-0.618, -0.620, -0.691, -0.306, 1.148, 0.182, -0.166, -0.451, -0.328, 0.215, 0.220, 0.213, 0.223, 0.200, 0.212, 0.247, 0.245, 0.221, -0.145]
}

=====

# 9
{
  "formula": "C4H10CsO2",
  "method": "ωB97M-V with the def2-TZVPD basis set",
  "orbital_gap_ha": 0.4147,
  "lumo_ev": -3.01,
  "e_homo_ev": -14.3,
  "energy_ev": -8944.481,
  "charge": 1,
  "elements": ["Cs", "C", "O", "C", "C", "O", "C", "H", "H", "H", "H", "H", "H", "H", "H", "H", "H"],
  "xyz": [[-2.320, 0.175, -0.398], [-0.153, -2.272, -1.653], [-0.418, -0.884, -1.323], [0.758, -0.171, -0.887], [0.642, 0.497, 0.504], [-0.667, 1.200, 0.747], [-0.512, 2.006, 1.953], [0.726, -2.451, -2.272], [-1.113, -2.620, -2.034], [0.007, -2.878, -0.762], [0.914, 0.635, -1.605], [1.718, -0.657, -1.059], [1.431, 1.219, 0.714], [0.753, -0.357, 1.172], [-0.401, 1.378, 2.837], [-1.516, 2.323, 2.236], [0.153, 2.860, 1.830]],
  "forces_ev_per_angstrom": [[-6.8, -0.6, -1.3], [-0.7, -0.2, 0.8], [4.1, -2.1, -0.6], [-0.1, 2.5, -1.1], [-0.8, -1.0, 0.0], [5.6, 1.6, 2.6], [-1.7, -0.5, 0.2], [-0.4, 0.4, -0.5], [0.4, -0.1, -0.7], [0.1, 0.2, 0.4], [-0.5, 0.4, -0.3], [-0.3, -0.9, 0.8], [0.1, -0.2, -0.4], [-0.3, 0.3, 0.8], [1.4, -0.2, -0.2], [-0.2, 0.8, -0.8], [0.1, -0.3, 0.1]],
  "mulliken_charge": [0.941, -0.754, -0.491, -0.535, -0.302, -0.466, -0.836, 0.336, 0.221, 0.354, 0.394, 0.451, 0.429, 0.297, 0.351, 0.268, 0.343]
}

=====

# 10
{
  "formula": "C4H10FP",
  "method": "ωB97M-V with the def2-TZVPD basis set",
  "orbital_gap_ha": [0.3168, 0.3169],
  "lumo_ev": [0.45, 0.45],
  "e_homo_ev": [-8.2, -8.2],
  "energy_ev": -16311.846,
  "charge": 0,
  "elements": ["C", "C", "C", "C", "F", "P", "H", "H", "H", "H", "H", "H", "H", "H", "H", "H"],
  "xyz": [[-2.852, 0.589, 0.409], [1.009, 1.132, 0.028], [1.716, -1.784, 0.001], [-0.909, -0.759, -0.159], [-1.520, -1.949, -0.220], [0.586, -0.494, 0.907], [-3.181, 1.247, -0.502], [-2.394, 1.124, 1.254], [-3.504, -0.271, 0.665], [0.081, 1.592, 0.220], [1.200, 0.892, -1.090], [1.926, 1.521, 0.611], [1.069, -2.480, -0.577], [2.195, -2.455, 0.784], [2.462, -1.144, -0.282], [-0.679, -0.250, -1.178]],
  "forces_ev_per_angstrom": [[2.0, -0.7, -1.5], [2.4, -2.6, -0.2], [-2.5, -1.9, 3.6], [-1.9, 3.5, -1.1], [0.5, -0.4, -0.1], [-0.1, -0.8, -0.2], [0.8, -1.5, 1.9], [-0.6, -0.2, -0.4], [0.5, 0.8, -0.2], [-0.8, 1.5, -0.1], [-0.2, 0.8, 1.9], [-1.6, -0.1, -1.3], [1.0, 1.0, -0.5], [-0.7, 0.8, -0.7], [1.9, 1.0, -2.2], [-0.8, -1.4, 1.3]],
  "nbo_charge": [-0.625, -0.917, -0.907, -0.048, -0.359, 0.694, 0.204, 0.192, 0.202, 0.235, 0.224, 0.243, 0.248, 0.230, 0.224, 0.158]
}